# 1
{
  "formula": "C16H25BrN6O2",
  "method": "ωB97M-V/def2-TZVPD",
  "homo_energy_ev": -8.117,
  "de_lowest_kj_mol": 0.0,
  "smiles": "CNC(=O)[C@@H](NC(C)=O)C(C)C.CN(C)c1nc2cc(Br)ccn2n1",
  "homo_lumo_gap_ev": 8.36,
  "e_tot_ha": -3677.74502,
  "species": ["C", "N", "C", "O", "C", "N", "C", "C", "O", "C", "C", "C", "H", "H", "H", "H", "H", "H", "H", "H", "H", "H", "H", "H", "H", "H", "H", "H", "C", "N", "C", "C", "N", "C", "C", "C", "Br", "C", "C", "N", "N", "H", "H", "H", "H", "H", "H", "H", "H", "H"],
  "xyz": [[-4.3244, 1.6162, -5.8368], [-3.3109, 1.5272, -4.7872], [-3.0128, 0.4123, -4.1095], [-3.5756, -0.6503, -4.3574], [-1.9457, 0.4889, -2.9924], [-1.7463, 1.8342, -2.4052], [-1.1580, 2.8675, -3.0044], [-0.9975, 4.1235, -2.1845], [-0.7834, 2.8396, -4.1670], [-2.1992, -0.5548, -1.8787], [-1.0265, -0.6049, -0.8875], [-3.4928, -0.2933, -1.0923], [-5.2547, 1.1602, -5.4921], [-4.5090, 2.6599, -6.0942], [-3.9817, 1.0807, -6.7241], [-2.7190, 2.3311, -4.6220], [-1.0108, 0.2106, -3.4786], [-2.0401, 1.9622, -1.4501], [-1.9586, 4.4099, -1.7629], [-0.2801, 3.9424, -1.3876], [-0.6298, 4.9211, -2.8286], [-2.2697, -1.5418, -2.3355], [-0.9513, 0.3239, -0.3224], [-1.1750, -1.4285, -0.1885], [-0.0965, -0.7753, -1.4298], [-3.6509, -1.1001, -0.3764], [-4.3442, -0.2728, -1.7731], [-3.4383, 0.6524, -0.5548], [4.4202, -4.2195, 4.4811], [3.7689, -3.0039, 5.0038], [3.6103, -2.7880, 6.4528], [3.3060, -2.0392, 4.1131], [2.7059, -0.8550, 4.5250], [2.4166, -0.2746, 3.3972], [1.7539, 0.9952, 3.1130], [1.5536, 1.3619, 1.7945], [0.6791, 3.0048, 1.3686], [2.0182, 0.4765, 0.7128], [2.6463, -0.7206, 1.0162], [2.8345, -1.0740, 2.3521], [3.4038, -2.2020, 2.8164], [5.3204, -3.9546, 3.9171], [3.7378, -4.7639, 3.8200], [4.7137, -4.8925, 5.2923], [2.5513, -2.6808, 6.7093], [4.1413, -1.8822, 6.7629], [4.0136, -3.6285, 7.0254], [1.4211, 1.6279, 3.9286], [1.8684, 0.7672, -0.3226], [2.9980, -1.3963, 0.2443]]
}

# 2
{
  "formula": "C2H5OPS",
  "method": "ωB97M-V/def2-TZVPD",
  "homo_energy_ev": [-8.901, -8.900],
  "de_lowest_kj_mol": 348.4,
  "homo_lumo_gap_ev": [8.53, 8.53],
  "e_tot_ha": -893.84013,
  "species": ["C", "C", "O", "P", "S", "H", "H", "H", "H", "H"],
  "xyz": [[-0.3907, 0.9907, -1.4402], [0.2789, -0.4075, 1.1817], [-1.5442, 3.1321, -2.1066], [0.6365, -0.2826, -0.6208], [-0.9174, 2.4482, -0.9226], [-0.7215, 0.8384, -2.9546], [-0.5793, 0.2410, 1.4484], [1.1890, -0.0394, 1.7717], [-0.0261, -1.4573, 1.4587], [-0.3788, -1.3726, -0.7954]]
}

# 3
{
  "formula": "C26H71N22O23S3",
  "method": "ωB97M-V/def2-TZVPD",
  "homo_energy_ev": -10.561,
  "total_charge": 1,
  "homo_lumo_gap_ev": 8.94,
  "e_tot_ha": -5162.95067,
  "species": ["C", "C", "N", "C", "C", "N", "C", "C", "H", "H", "H", "H", "H", "H", "H", "H", "H", "H", "H", "C", "O", "N", "N", "H", "H", "H", "H", "C", "O", "N", "N", "H", "H", "H", "H", "C", "O", "N", "N", "H", "H", "H", "H", "C", "O", "N", "N", "H", "H", "H", "H", "C", "O", "N", "N", "H", "H", "H", "H", "C", "O", "N", "N", "H", "H", "H", "H", "C", "O", "N", "N", "H", "H", "H", "H", "C", "O", "N", "N", "H", "H", "H", "H", "C", "O", "N", "N", "H", "H", "H", "H", "C", "O", "N", "N", "H", "H", "H", "H", "C", "C", "O", "S", "O", "O", "O", "H", "H", "H", "H", "C", "C", "O", "S", "O", "O", "O", "H", "H", "H", "H", "C", "C", "O", "S", "O", "O", "O", "H", "H", "H", "H", "C", "C", "C", "O", "C", "H", "H", "H", "H", "H", "H", "H", "H"],
  "xyz": [[-5.9620, -33.5816, -1.8741], [-5.0989, -32.3511, -1.3378], [-5.5249, -31.0313, -1.9026], [-5.5830, -29.8671, -1.2323], [-5.9318, -28.8482, -2.1054], [-6.1955, -29.4699, -3.3452], [-5.9993, -30.8219, -3.1490], [-6.7623, -28.8871, -4.5271], [-7.0467, -33.5051, -1.7995], [-5.7977, -34.5076, -1.3230], [-5.6708, -34.0117, -2.8325], [-4.0881, -32.4670, -1.7289], [-5.0630, -32.2773, -0.2509], [-5.3169, -29.7426, -0.1931], [-6.0073, -27.7793, -1.9709], [-6.2465, -31.4855, -3.9645], [-7.7796, -28.5952, -4.2664], [-6.7461, -29.4527, -5.4587], [-6.0904, -28.0839, -4.8295], [-10.2759, -30.9532, -6.3670], [-9.2939, -30.6160, -5.7484], [-10.9824, -31.9545, -5.9921], [-10.7773, -30.3054, -7.3947], [-10.6445, -32.3542, -5.1283], [-11.7272, -32.2413, -6.6111], [-11.6538, -30.5516, -7.8321], [-10.3512, -29.4320, -7.6698], [-2.7849, -31.3675, -4.4163], [-2.4135, -30.2283, -4.2249], [-3.5654, -31.7230, -5.3352], [-2.2969, -32.4234, -3.8578], [-3.7620, -32.7110, -5.4089], [-3.7984, -31.1013, -6.0963], [-1.9619, -32.1215, -2.9540], [-2.6296, -33.3660, -4.0026], [-6.8796, -33.3172, -6.2491], [-5.8080, -33.8985, -6.2143], [-8.0019, -33.7187, -5.7533], [-7.0294, -32.0659, -6.5841], [-8.0141, -34.5986, -5.2577], [-8.8611, -33.1879, -5.7460], [-6.3637, -31.5633, -7.1535], [-7.8659, -31.5506, -6.3498], [-4.1671, -27.2451, 1.2983], [-3.5791, -28.1576, 1.9223], [-3.5963, -26.2319, 0.7942], [-5.4597, -27.2697, 1.0263], [-2.6025, -26.0771, 0.8866], [-4.1469, -25.7530, 0.0959], [-5.9485, -28.0845, 1.3687], [-5.9600, -26.4599, 0.6885], [-5.4627, -30.8206, 2.7539], [-6.2123, -30.1259, 2.0706], [-4.2826, -30.5056, 3.1935], [-5.8056, -32.0220, 2.9606], [-4.0344, -29.5528, 2.9688], [-3.5539, -31.1686, 3.4162], [-6.6868, -32.3083, 2.5588], [-5.4184, -32.5239, 3.7469], [-3.8865, -36.0293, -3.6743], [-3.1418, -35.1073, -3.6364], [-4.9358, -36.1078, -4.4234], [-3.7893, -37.1508, -3.0941], [-5.3675, -37.0108, -4.5589], [-5.2444, -35.3166, -4.9701], [-4.4910, -37.8563, -3.2676], [-3.0573, -37.3676, -2.4329], [-4.3886, -24.7818, -3.6954], [-3.6502, -25.0290, -2.7938], [-3.9723, -24.3169, -4.8519], [-5.6799, -25.1421, -3.6676], [-3.0173, -24.0194, -4.9921], [-4.6866, -24.1489, -5.5458], [-6.1994, -25.0418, -4.5280], [-6.1262, -25.4544, -2.8171], [-1.8508, -30.6105, -0.2447], [-1.4555, -31.2965, -1.1669], [-2.4682, -29.4531, -0.4927], [-1.9095, -30.9641, 0.9789], [-2.6323, -28.8195, 0.2765], [-2.1704, -29.1745, -1.4167], [-2.1669, -30.2529, 1.6483], [-1.3222, -31.7355, 1.2618], [-5.9294, -24.0879, -0.3541], [-6.0956, -25.2486, -0.5990], [-6.6376, -23.2451, 0.2629], [-4.8150, -23.5197, -0.6449], [-6.3799, -22.2742, 0.1574], [-7.5508, -23.5780, 0.5373], [-4.6812, -22.5987, -0.2524], [-4.1050, -23.9266, -1.2369], [-9.6009, -32.2078, -2.5889], [-9.9754, -33.1285, -3.2830], [-9.5108, -32.2047, -1.3220], [-9.2440, -31.0391, -2.9597], [-9.4876, -31.2567, -0.9743], [-9.8051, -32.9034, -0.6547], [-9.1710, -30.8135, -3.9415], [-8.8228, -30.4645, -2.2438], [-1.1063, -35.1030, 2.1637], [-1.1411, -34.9172, 0.6593], [-2.4706, -34.8996, 0.2850], [-3.5230, -35.2149, 1.4970], [-3.8080, -36.6296, 1.6780], [-4.6280, -34.2770, 1.4323], [-2.3971, -34.7473, 2.5870], [-0.4522, -34.3402, 2.5860], [-0.9544, -36.1090, 2.5549], [-0.6545, -35.7269, 0.1154], [-0.6253, -33.9780, 0.4595], [-3.6720, -25.2338, -8.5590], [-3.2435, -26.6473, -8.2401], [-4.1453, -27.0691, -7.2927], [-5.6443, -26.5186, -7.6236], [-6.3534, -26.0796, -6.4345], [-6.3556, -27.3696, -8.5834], [-5.0915, -25.1975, -8.4305], [-3.3508, -24.9008, -9.5459], [-3.2820, -24.5363, -7.8177], [-2.2625, -26.7538, -7.7770], [-3.3709, -27.2702, -9.1254], [-7.5894, -37.0896, -0.3275], [-6.2670, -37.3126, 0.4046], [-6.4656, -38.6348, 1.0024], [-7.9147, -38.6987, 1.6475], [-7.7859, -37.9088, 2.9020], [-8.6401, -39.9914, 1.5963], [-8.5810, -37.7943, 0.4214], [-7.6326, -37.5362, -1.3208], [-7.9160, -36.0539, -0.4209], [-6.1011, -36.5463, 1.1618], [-5.3990, -37.4928, -0.2296], [-10.4596, -24.6686, -2.5972], [-10.9401, -25.8131, -3.5260], [-9.7884, -26.6776, -3.9643], [-8.7188, -26.0412, -3.2636], [-8.9824, -24.6685, -2.8758], [-10.5919, -24.8707, -1.5343], [-10.9125, -23.7327, -2.9246], [-11.2426, -25.3863, -4.4823], [-11.8097, -26.2660, -3.0498], [-9.8658, -26.6942, -5.0514], [-9.9338, -27.7253, -3.7010], [-8.6803, -23.9716, -3.6577], [-8.3679, -24.4148, -2.0120]]
}

# 4
{
  "formula": "C9H15N4O",
  "method": "ωB97M-V/def2-TZVPD",
  "homo_energy_ev": -12.202,
  "de_lowest_kj_mol": 273.3,
  "smiles": "COC/C=C\\N=c1\\cc(C)[nH]n1C=[NH2+]",
  "total_charge": 1,
  "homo_lumo_gap_ev": 8.53,
  "e_tot_ha": -645.81969,
  "species": ["C", "O", "C", "C", "C", "N", "C", "C", "C", "C", "N", "N", "C", "N", "H", "H", "H", "H", "H", "H", "H", "H", "H", "H", "H", "H", "H", "H", "H"],
  "xyz": [[-2.3501, -1.9357, -1.4027], [-1.2062, -1.8329, -0.5904], [0.0488, -2.1321, -1.1691], [0.4782, -1.2306, -2.3166], [1.2982, -0.1778, -2.1919], [1.9972, 0.2393, -1.1290], [1.5453, 0.7602, -0.0587], [2.3131, 1.0572, 1.1769], [1.4601, 1.3400, 2.0774], [1.4492, 1.6337, 3.5355], [0.1278, 1.4151, 1.5714], [0.1535, 0.9743, 0.2640], [-0.8903, 0.7433, -0.4099], [-2.1402, 0.8427, 0.0576], [-2.0865, -1.4163, -2.2622], [-3.1208, -1.3475, -0.8630], [-2.6928, -2.9833, -1.5283], [0.8392, -2.2618, -0.3830], [0.1100, -3.1191, -1.5412], [0.1636, -1.5846, -3.4066], [1.3975, 0.5149, -3.0695], [3.4032, 0.9802, 1.0654], [0.4376, 1.7109, 3.9434], [2.0029, 0.9453, 4.1094], [1.7559, 2.5807, 3.8092], [-0.5054, 2.2628, 1.8704], [-0.8231, 0.3675, -1.4433], [-2.3123, 0.9799, 1.0322], [-2.8537, 0.6737, -0.7478]]
}

# 5
{
  "formula": "C8H17N2",
  "method": "ωB97M-V/def2-TZVPD",
  "homo_energy_ev": -12.733,
  "de_lowest_kj_mol": 302.6,
  "smiles": "C[C@@H](N)CC1=[N+](C)CCC1",
  "total_charge": 1,
  "homo_lumo_gap_ev": 8.98,
  "e_tot_ha": -424.19957,
  "species": ["C", "C", "N", "C", "C", "N", "C", "C", "C", "C", "H", "H", "H", "H", "H", "H", "H", "H", "H", "H", "H", "H", "H", "H", "H", "H", "H"],
  "xyz": [[-2.7052, -0.1792, 0.9755], [-2.1631, 1.1538, 0.4043], [-1.8743, 2.1569, 1.2774], [-0.8170, 0.7324, -0.7322], [0.5431, 0.2262, -0.5259], [0.9480, -1.0304, -0.5130], [0.0496, -2.1443, -0.6615], [2.3447, -1.2417, -0.2084], [2.8838, 0.2070, 0.0637], [1.7319, 1.1368, -0.3038], [-2.8378, -1.0278, 0.3028], [-3.6865, -0.1221, 1.1837], [-2.1251, -0.6326, 1.7391], [-2.7402, 1.5941, -0.2984], [-1.3787, 2.9778, 0.8985], [-1.4400, 1.7868, 2.0806], [-0.9146, 1.7569, -1.3252], [-1.2111, 0.0630, -1.4499], [0.4557, -2.6377, -1.5632], [0.0771, -2.9392, 0.0703], [-0.9353, -1.9839, -0.6621], [2.7020, -1.7250, -1.0498], [2.4930, -2.0930, 0.4327], [3.8793, 0.3932, -0.4699], [3.0359, 0.2523, 1.0928], [1.6196, 1.8302, 0.4592], [2.0651, 1.4893, -1.2173]]
}

# 6
{
  "formula": "C14H30Br2O6P2SSi2",
  "method": "ωB97M-V/def2-TZVPD",
  "homo_energy_ev": -8.119,
  "homo_lumo_gap_ev": 8.28,
  "e_tot_ha": -7810.81189,
  "species": ["C", "C", "C", "Si", "O", "Si", "C", "Br", "C", "C", "Br", "P", "O", "P", "S", "H", "H", "H", "H", "H", "H", "H", "H", "H", "H", "H", "H", "H", "H", "O", "C", "O", "C", "C", "C", "H", "H", "H", "H", "H", "H", "H", "H", "O", "C", "O", "C", "C", "C", "H", "H", "H", "H", "H", "H", "H", "H"],
  "xyz": [[-0.6432, -0.0726, 3.3603], [-1.0321, -0.6078, 2.1863], [-2.3505, -1.3165, 1.9723], [-2.3667, -3.1257, 2.4387], [-0.9966, -3.9606, 2.0513], [0.3313, -4.1601, 3.0404], [1.8364, -4.4960, 1.9947], [2.0671, -6.3118, 1.4993], [2.6958, -3.5572, 1.5974], [2.5526, -2.0967, 1.9616], [4.1947, -3.9357, 0.5086], [-2.9808, -3.3353, 4.6182], [-2.0154, -2.6680, 5.5430], [-4.0491, -4.0801, 1.2596], [-5.6771, -3.0064, 1.4612], [-0.7327, -0.6453, 4.2814], [-0.2893, 0.9525, 3.3993], [-0.3920, -0.5559, 1.3090], [-3.1093, -0.8185, 2.5687], [-2.6009, -1.2480, 0.9154], [0.1106, -5.3597, 3.8680], [0.5456, -2.9777, 3.8878], [3.2881, -1.4977, 1.4341], [2.6429, -1.9459, 3.0348], [1.5790, -1.7401, 1.6262], [-3.2414, -4.6960, 4.8996], [-4.2639, -2.7492, 4.6471], [-3.5850, -4.1738, -0.0675], [-4.1731, -5.4139, 1.6954], [-2.9675, 0.9354, 0.0088], [-2.3617, 1.8149, -0.5450], [-1.0769, 2.0227, -0.1978], [-0.2283, 2.9424, -0.9035], [-0.3878, 4.3609, -0.4008], [-3.0221, 2.7238, -1.5534], [-0.3845, 2.8673, -1.9757], [0.7845, 2.5911, -0.7053], [-1.3985, 4.7342, -0.5661], [0.3099, 5.0205, -0.9171], [-0.1920, 4.4067, 0.6712], [-3.5602, 3.5019, -1.0124], [-3.7390, 2.1310, -2.1158], [-2.3371, 3.1869, -2.2583], [0.5845, 3.6856, -3.8366], [1.6988, 3.3583, -4.1505], [1.8903, 2.1103, -4.6134], [3.1383, 1.6605, -5.1571], [4.0967, 1.1976, -4.0807], [2.8786, 4.2817, -3.9632], [3.5751, 2.4277, -5.7977], [2.8695, 0.8262, -5.8023], [4.3674, 2.0093, -3.4051], [5.0096, 0.8078, -4.5313], [3.6372, 0.4101, -3.4834], [3.2036, 4.2180, -2.9248], [2.5431, 5.2963, -4.1626], [3.7236, 4.0707, -4.6121]]
}